Record 1
A cluster of 8 separate species, C38H69ClI2O18S in total. Source: the OMol25 dataset; level of theory: wB97M-V/def2-TZVPD.

Output
- E_LUMO: 0.3 eV
- Charge: 0
- HOMO-LUMO gap: 0.330 Eh
- Largest force on an atom: 0.0258 Eh/bohr
- Total energy: -116936.7416 eV

Last column: Löwdin charge in e.
CARTESIAN COORDINATES (ANGSTROEM)
I (3.734, 1.277, 2.154)  1.00
I (1.958, -1.283, -1.824)  1.27
Cl (3.208, 5.676, -2.454)  0.55
S (-0.647, 0.516, 0.912)  0.57
O (0.464, 1.385, 1.649)  -0.19
O (3.880, 2.030, 6.225)  -0.02
O (-6.136, -4.310, -7.284)  0.00
O (-4.759, -2.680, -6.782)  0.10
O (8.152, 4.236, 1.215)  0.11
O (0.063, 0.526, -0.507)  -0.25
O (-7.806, 2.126, 3.989)  0.10
O (5.585, 3.262, 5.630)  0.09
O (1.388, -5.094, 0.042)  0.01
O (-3.580, -0.390, -3.741)  0.00
O (-1.166, -4.273, -4.104)  0.00
O (-0.622, -0.813, 1.420)  -0.22
O (-5.623, 2.301, 3.865)  0.00
O (0.689, -3.595, -3.158)  -0.03
O (9.239, 5.802, 2.299)  -0.01
O (2.514, -3.347, 0.699)  0.04
O (-1.915, 1.151, 0.866)  -0.22
O (-1.527, 0.253, -4.143)  0.11
C (1.237, 1.414, -0.575)  -0.42
C (9.451, 6.602, 3.463)  -0.24
C (-3.742, 0.818, 3.373)  -0.06
C (0.678, -3.912, 2.094)  0.02
C (-2.611, 0.547, -3.719)  -0.50
C (-6.736, 1.653, 4.257)  -0.53
C (-2.075, -4.438, -6.375)  -0.05
C (0.999, 2.308, 0.651)  -0.31
C (-6.613, 0.320, 4.961)  0.01
C (-6.145, -3.388, -4.990)  0.02
C (-5.823, 0.502, -4.083)  -0.06
C (1.610, -4.106, 0.924)  -0.53
C (0.010, 3.393, 0.475)  -0.07
C (2.506, 0.499, -0.675)  -0.56
C (-2.924, 1.940, -3.228)  0.03
C (0.400, -6.107, 0.225)  -0.23
C (10.469, 5.985, 4.401)  -0.07
C (-0.144, -3.403, -4.008)  -0.52
C (1.104, 2.170, -1.906)  -0.13
C (8.370, 4.765, 2.269)  -0.52
C (4.599, -0.658, 0.108)  -0.23
C (-0.049, -2.251, -4.971)  0.00
C (-0.959, -5.651, -0.265)  -0.05
C (5.142, 2.455, 6.402)  -0.52
C (-4.306, 1.904, 4.265)  -0.23
C (2.728, 1.404, 8.286)  -0.06
C (-5.612, -3.437, -6.404)  -0.53
C (3.228, -0.086, 0.559)  -0.79
C (7.762, 4.266, 3.558)  0.00
C (3.297, 0.949, 6.958)  -0.23
C (-8.471, -4.878, -6.841)  -0.06
C (-4.864, -0.196, -3.142)  -0.23
C (5.938, 1.964, 7.588)  0.02
C (-2.306, -4.027, -4.939)  -0.23
C (-7.036, -5.358, -6.907)  -0.23
C (-0.779, 4.281, 0.324)  0.17
C (2.245, 3.135, -2.278)  -0.23
C (2.270, 4.462, -1.521)  -0.58
H (-8.765, -4.443, -7.797)  0.08
H (-4.334, -0.097, 3.433)  0.07
H (3.234, 2.686, -2.198)  0.11
H (1.280, 4.879, -1.388)  0.05
H (-1.004, -1.922, -5.362)  0.06
H (11.408, 5.815, 3.875)  0.08
H (-6.811, 0.580, -3.629)  0.08
H (-6.712, -5.825, -5.976)  0.11
H (1.999, 2.199, 8.128)  0.08
H (-6.711, -0.471, 4.219)  0.09
H (2.111, 3.378, -3.334)  0.11
H (4.573, -0.987, -0.927)  0.02
H (0.178, -4.819, 2.425)  0.07
H (-1.326, -4.797, 0.305)  0.07
H (-3.746, 1.143, 2.337)  0.06
H (10.656, 6.648, 5.247)  0.08
H (1.876, 2.808, 1.044)  0.05
H (3.504, 1.795, 8.945)  0.07
H (5.636, 0.987, 7.957)  0.07
H (-1.278, -3.854, -6.834)  0.08
H (-0.068, -3.168, 1.814)  0.07
H (-3.705, 2.807, 4.173)  0.12
H (-0.891, -5.346, -1.310)  0.07
H (-4.295, 1.625, 5.320)  0.11
H (-1.685, -6.461, -0.179)  0.08
H (-5.224, -1.201, -2.926)  0.11
H (0.748, -6.946, -0.376)  0.12
H (7.687, 5.015, 4.342)  0.07
H (-4.770, 0.316, -2.184)  0.11
H (6.757, 3.909, 3.351)  0.08
H (-5.481, 1.507, -4.333)  0.07
H (-5.905, -0.058, -5.016)  0.08
H (0.394, -1.408, -4.451)  0.03
H (9.826, 7.551, 3.082)  0.12
H (-2.979, -4.293, -6.960)  0.06
H (-2.717, 0.582, 3.659)  0.08
H (-6.902, -2.605, -4.935)  0.09
H (-7.434, 0.238, 5.670)  0.09
H (-6.576, -4.322, -4.638)  0.07
H (-8.606, -4.113, -6.076)  0.07
H (5.843, 2.693, 8.392)  0.10
H (-2.623, -2.986, -4.859)  0.10
H (10.128, 5.025, 4.787)  0.07
H (-9.138, -5.710, -6.616)  0.08
H (-5.320, -3.128, -4.331)  0.07
H (5.344, 0.139, 0.158)  0.04
H (8.358, 3.431, 3.924)  0.10
H (0.168, 2.730, -1.922)  0.11
H (8.505, 6.813, 3.964)  0.11
H (0.377, -6.446, 1.262)  0.11
H (1.259, -3.522, 2.927)  0.09
H (0.601, -2.540, -5.798)  0.10
H (-1.783, -5.489, -6.428)  0.08
H (4.013, 0.133, 7.072)  0.11
H (-3.098, -4.636, -4.500)  0.12
H (6.983, 1.904, 7.291)  0.09
H (3.251, 0.943, -1.325)  0.06
H (-3.160, 2.564, -4.090)  0.10
H (2.236, 0.573, 8.791)  0.08
H (-3.744, 1.995, -2.517)  0.07
H (2.784, 4.355, -0.567)  0.07
H (4.932, -1.443, 0.781)  0.08
H (-2.033, 2.333, -2.744)  0.07
H (-6.930, -6.106, -7.690)  0.12
H (1.028, 1.436, -2.709)  0.10
H (2.498, 0.581, 6.317)  0.12
H (-1.340, 5.176, 0.191)  0.05
H (-5.682, 0.181, 5.504)  0.07
H (2.662, -0.925, 0.960)  0.04

Record 2
A cluster of 3 separate species, C38H70BrClF14O9P3 in total. Source: the OMol25 dataset; level of theory: wB97M-V/def2-TZVPD.

Output
- E_LUMO: -0.7 eV
- Charge: -1
- HOMO-LUMO gap: 0.176 Eh
- Largest force on an atom: 0.1843 Eh/bohr
- Total energy: -207438.6692 eV

Last column: Löwdin charge in e.
CARTESIAN COORDINATES (ANGSTROEM)
Br (2.430, 0.561, -3.398)  0.48
Cl (1.963, 0.045, 1.019)  0.21
P (2.175, 0.264, -1.145)  0.07
P (-7.557, 2.355, 5.419)  0.76
P (9.815, -1.401, -5.398)  0.76
F (-5.792, 6.293, -0.884)  0.12
F (-5.370, 8.599, -1.054)  0.09
F (1.503, 5.275, -1.384)  0.01
F (1.205, 3.576, -2.859)  0.00
F (-0.873, 6.370, -0.306)  0.07
F (-3.471, 7.181, -3.360)  0.08
F (-3.662, 4.659, -1.889)  0.10
F (-0.850, 6.385, -2.583)  0.09
F (-1.466, 3.453, -0.504)  0.06
F (5.414, -0.842, -3.086)  -0.05
F (-5.876, 7.357, -2.880)  0.07
F (-1.233, 3.500, -2.764)  0.07
F (-2.825, 8.182, -1.424)  0.08
F (-3.198, 5.667, 0.100)  0.07
O (-7.247, 0.869, 5.198)  -0.22
O (11.075, -0.782, -6.290)  -0.25
O (-8.110, 2.148, 6.974)  -0.25
O (10.062, -0.512, -4.171)  -0.21
O (-8.011, 3.998, 5.568)  -0.27
O (5.491, 1.271, -2.220)  0.01
O (-5.985, 2.797, 5.726)  -0.25
O (8.559, -0.485, -5.980)  -0.25
O (9.497, -2.495, -6.675)  -0.27
C (2.636, 2.113, -0.912)  -0.42
C (-5.031, 2.620, 4.682)  -0.29
C (2.208, -2.449, -2.418)  -0.27
C (-4.937, -4.903, 3.180)  -0.21
C (-6.513, 5.746, 6.356)  -0.08
C (-3.120, -5.470, 1.322)  -0.20
C (-5.143, 3.717, 3.640)  -0.08
C (-3.610, 7.087, -1.932)  -0.17
C (4.023, -0.284, -0.882)  -0.30
C (-0.963, -4.002, -1.845)  -0.21
C (1.170, -2.702, -3.657)  -0.23
C (4.993, 0.121, -2.084)  -0.43
C (-4.238, -2.665, 4.514)  -0.21
C (-8.822, 0.965, 7.326)  -0.30
C (1.410, 3.040, -0.430)  -0.14
C (1.544, -1.521, -1.297)  -0.45
C (7.658, 0.157, -5.074)  -0.29
C (-5.173, 7.310, -1.629)  -0.29
C (0.824, -4.272, -3.859)  -0.22
C (-0.792, 4.160, -1.559)  -0.17
C (8.008, 1.628, -4.943)  -0.07
C (-2.586, -2.247, 6.476)  -0.26
C (0.095, -4.950, -2.599)  -0.22
C (-7.906, 0.000, 8.058)  -0.08
C (12.897, -2.367, -6.033)  -0.08
C (-2.972, 5.752, -1.322)  -0.19
C (12.392, -0.958, -5.783)  -0.30
C (0.805, 4.010, -1.538)  -0.25
C (-2.128, -4.873, -1.107)  -0.21
C (-7.638, 4.790, 6.697)  -0.29
C (-1.349, 5.665, -1.472)  -0.19
C (9.343, -2.061, -8.026)  -0.29
C (-5.454, -3.615, 4.027)  -0.22
C (-3.296, -3.409, 5.615)  -0.22
C (10.574, -2.376, -8.853)  -0.08
C (-4.345, -4.472, 1.730)  -0.20
C (-1.964, -4.690, 0.489)  -0.22
C (-1.453, -1.465, 5.598)  -0.13
H (-4.162, -5.422, 3.840)  0.09
H (-6.966, -0.153, 7.523)  0.07
H (-7.642, 0.401, 9.039)  0.07
H (3.252, -2.162, -2.766)  0.07
H (-2.062, -2.690, 7.407)  0.10
H (-6.430, 6.530, 7.113)  0.08
H (-1.494, -3.342, -2.619)  0.11
H (12.197, -3.115, -5.649)  0.07
H (1.821, -4.796, -4.067)  0.10
H (9.107, -0.999, -8.109)  0.11
H (-0.458, -3.403, -1.006)  0.09
H (0.847, -5.305, -1.794)  0.11
H (-6.194, -3.007, 3.377)  0.11
H (-4.038, 2.644, 5.138)  0.12
H (-3.156, -4.438, -1.391)  0.11
H (-8.392, -0.969, 8.196)  0.08
H (-1.979, -3.570, 0.740)  0.11
H (-0.505, -5.867, -2.974)  0.10
H (-1.896, -0.602, 4.986)  0.07
H (7.658, -0.344, -4.104)  0.09
H (-5.148, 1.639, 4.215)  0.10
H (-3.933, -4.116, 6.260)  0.11
H (4.113, -1.419, -0.666)  0.10
H (9.072, 1.777, -4.742)  0.07
H (-3.553, -6.368, 0.761)  0.11
H (-2.120, -5.979, -1.431)  0.10
H (1.838, 3.730, 0.396)  0.14
H (-6.166, 3.805, 3.263)  0.07
H (0.163, -4.402, -4.800)  0.11
H (-4.472, 3.518, 2.799)  0.08
H (6.650, 0.057, -5.483)  0.12
H (-2.636, -5.788, 2.307)  0.09
H (13.013, -2.552, -7.103)  0.06
H (-3.561, -2.421, 3.616)  0.10
H (13.870, -2.518, -5.556)  0.08
H (1.699, -2.039, -0.273)  0.04
H (11.380, -1.668, -8.649)  0.06
H (2.322, -3.503, -1.941)  0.10
H (10.955, -3.377, -8.632)  0.08
H (0.176, -2.138, -3.484)  0.09
H (3.400, 2.132, -0.038)  0.07
H (3.216, 2.528, -1.811)  0.06
H (7.794, 2.152, -5.878)  0.07
H (0.785, 0.707, -1.281)  -0.03
H (-9.645, 1.258, 7.983)  0.11
H (-7.361, 4.192, 7.565)  0.11
H (4.470, 0.220, 0.059)  0.08
H (-3.349, -1.464, 6.814)  0.09
H (-0.862, -2.202, 4.956)  0.07
H (12.429, -0.725, -4.716)  0.10
H (7.431, 2.094, -4.142)  0.07
H (-5.552, 5.230, 6.319)  0.06
H (-0.934, -5.099, 0.811)  0.11
H (0.397, -1.487, -1.439)  0.07
H (-6.670, 6.212, 5.378)  0.08
H (-3.971, -3.389, 1.724)  0.09
H (-9.271, 0.502, 6.443)  0.10
H (1.587, -2.296, -4.644)  0.09
H (-4.704, -1.718, 4.982)  0.11
H (-5.836, -5.617, 3.082)  0.11
H (-2.487, -4.028, 5.091)  0.10
H (-6.057, -3.936, 4.955)  0.10
H (-0.712, -1.005, 6.352)  0.07
H (-8.525, 5.368, 6.972)  0.12
H (13.039, -0.239, -6.293)  0.12
H (10.348, -2.310, -9.921)  0.08
H (-4.872, 4.685, 4.068)  0.07
H (8.491, -2.614, -8.431)  0.12
H (0.666, 2.356, 0.095)  0.08
H (-5.227, -4.554, 0.999)  0.11